(1)
120
Properties=species:S:1:pos:R:3:mulliken_charge:R:1 method="wB97M-V/def2-TZVPD" energy_ev=-126280.1915 lumo_ev=-0.098 e_above_lowest_kcal_mol=51.9 max_force_ev_per_a=1.34
Ta -0.054 0.508 -0.148 1.356
O 3.124 -0.985 1.944 -0.668
C 2.144 -0.413 1.571 0.919
O 1.264 -0.852 0.664 -1.112
C 1.812 1.048 2.013 0.460
O 2.168 1.515 3.049 -0.618
O 1.097 1.655 1.061 -0.631
C -6.338 0.891 -0.163 -1.609
C -5.473 -0.348 -0.145 1.104
C -6.257 -1.635 -0.276 -1.853
O -4.512 -0.272 -1.208 -0.127
C -3.198 -0.224 -0.672 -1.030
C -3.391 -0.764 0.740 -0.069
O -4.712 -0.342 1.051 -0.389
C -2.424 -0.267 1.866 1.773
O -1.212 0.103 1.217 0.552
C -2.182 -1.455 2.783 -0.079
C -3.289 -2.059 3.381 -0.007
C -3.129 -3.177 4.181 -0.909
C -1.860 -3.707 4.394 -0.626
C -0.762 -3.112 3.798 -0.756
C -0.923 -1.990 2.989 -0.912
C -2.908 0.971 2.620 0.315
C -3.044 1.003 4.001 -0.860
C -3.432 2.176 4.644 -0.932
C -3.670 3.330 3.919 -0.812
C -3.502 3.315 2.538 -1.117
C -3.125 2.145 1.906 0.561
C -2.256 -0.975 -1.670 2.177
O -0.898 -0.761 -1.313 0.171
C -2.517 -2.479 -1.616 0.597
C -3.674 -3.048 -2.143 -0.429
C -3.917 -4.409 -2.010 -0.925
C -3.012 -5.223 -1.341 -0.730
C -1.861 -4.664 -0.809 -0.995
C -1.615 -3.304 -0.946 -0.264
C -2.520 -0.352 -3.029 0.169
C -2.627 -1.017 -4.175 -0.853
C -3.301 -0.213 -5.243 -0.947
C -2.860 1.112 -5.872 -0.871
C -3.611 1.101 -4.585 -1.126
C -2.781 1.145 -3.272 0.042
H -6.719 1.053 -1.172 0.307
H -5.747 1.754 0.148 0.246
H -7.182 0.784 0.520 0.476
H -6.844 -1.627 -1.197 0.353
H -6.934 -1.733 0.573 0.430
H -5.582 -2.491 -0.298 0.321
H -2.863 0.812 -0.635 -0.042
H -3.341 -1.856 0.719 0.951
H -4.278 -1.648 3.215 0.543
H -3.996 -3.635 4.642 0.436
H -1.734 -4.580 5.023 0.412
H 0.231 -3.515 3.955 0.494
H -0.062 -1.547 2.511 0.365
H -2.854 0.119 4.591 0.472
H -3.538 2.180 5.721 0.425
H -3.966 4.240 4.424 0.412
H -3.656 4.213 1.952 0.503
H -2.967 2.161 0.840 -0.300
H -4.391 -2.422 -2.658 0.548
H -4.820 -4.834 -2.431 0.476
H -3.204 -6.284 -1.238 0.430
H -1.147 -5.284 -0.280 0.519
H -0.716 -2.879 -0.521 0.288
H -2.435 -2.076 -4.290 0.777
H -4.057 -0.742 -5.810 0.464
H -3.483 1.360 -6.724 0.393
H -4.608 1.518 -4.553 0.422
H -3.405 1.582 -2.504 0.669
O 1.572 0.604 -1.574 -0.345
S 2.963 -0.069 -1.457 0.366
C 4.084 1.077 -2.179 0.611
C 3.819 1.657 -3.414 0.096
C 4.763 2.516 -3.946 -0.751
C 5.938 2.785 -3.248 -0.494
C 6.176 2.208 -2.010 -0.712
C 5.238 1.344 -1.459 -0.533
C 2.893 -1.324 -2.723 0.516
C 1.656 -1.893 -2.987 0.214
C 1.584 -2.916 -3.924 -0.836
C 2.732 -3.362 -4.562 -0.741
C 3.964 -2.788 -4.270 -0.632
C 4.055 -1.759 -3.347 -0.701
H 2.892 1.447 -3.935 0.350
H 4.581 2.984 -4.905 0.444
H 6.669 3.461 -3.672 0.390
H 7.084 2.433 -1.468 0.432
H 5.394 0.892 -0.486 0.507
H 0.763 -1.554 -2.479 0.065
H 0.624 -3.365 -4.143 0.569
H 2.669 -4.161 -5.288 0.413
H 4.858 -3.139 -4.768 0.405
H 5.012 -1.303 -3.128 0.472
O -0.901 1.939 -1.052 -0.932
C -1.047 2.862 -2.129 1.863
C 0.299 3.596 -2.193 -0.435
C 0.983 3.900 -1.050 -0.258
C 2.170 4.641 -1.279 -0.760
C 2.359 4.894 -2.602 -0.745
S 1.115 4.244 -3.568 -0.080
C -1.453 2.059 -3.415 2.037
C -0.340 1.184 -3.974 -0.960
C -0.386 1.055 -5.287 -0.717
C -1.520 1.834 -5.908 -0.298
S -1.735 3.255 -4.779 -0.254
C -2.132 3.872 -1.763 0.122
C -3.393 3.665 -1.278 0.292
C -4.141 4.864 -1.121 -1.123
C -3.430 5.963 -1.498 -0.728
S -1.865 5.548 -2.023 -0.059
H 0.647 3.599 -0.068 0.480
H 2.840 4.968 -0.495 0.458
H 3.167 5.437 -3.067 0.540
H 0.333 0.646 -3.327 -0.456
H 0.255 0.406 -5.871 0.482
H -1.303 2.195 -6.912 0.872
H -3.804 2.694 -1.048 -0.153
H -5.155 4.899 -0.746 0.488
H -3.742 6.995 -1.487 0.484

(2)
114
Properties=species:S:1:pos:R:3:mulliken_charge:R:1 method="wB97M-V/def2-TZVPD" spin_multiplicity=5 energy_ev=-100379.5812 lumo_ev="-6.999 / -10.736" e_above_lowest_kcal_mol=22.6 max_force_ev_per_a=1.69 total_charge=+3
Pt -0.368 -0.540 -1.212 2.991
O -1.911 -2.329 1.048 -0.782
S -0.715 -1.448 1.158 1.158
C -0.863 -0.665 2.763 -0.075
C -0.363 -1.234 3.915 -0.072
C -0.495 -0.616 5.164 -1.388
C -1.191 0.569 5.235 0.210
C -1.523 1.453 6.388 -0.824
C -2.424 2.560 5.804 -0.795
C -2.479 2.279 4.341 0.177
C -3.117 2.923 3.305 -1.183
C -2.942 2.428 2.011 0.016
C -2.184 1.299 1.703 0.108
P -2.027 1.026 -0.106 1.258
C -0.957 2.360 -0.743 0.023
C -0.592 2.211 -2.093 -0.335
C 0.374 3.028 -2.648 -0.867
C 0.985 4.000 -1.866 -0.933
C 0.611 4.163 -0.541 -0.523
C -0.349 3.337 0.029 -1.298
C -3.671 1.338 -0.817 0.786
C -3.911 2.443 -1.635 -0.458
C -5.178 2.645 -2.152 -0.785
C -6.199 1.746 -1.878 -0.614
C -5.956 0.639 -1.075 -0.622
C -4.693 0.424 -0.552 -0.908
C -1.582 0.559 2.765 -1.858
C -1.742 1.113 4.056 1.225
C 0.679 -2.568 1.043 0.036
C 1.832 -2.403 1.785 -0.069
C 2.964 -3.209 1.604 -1.537
C 2.928 -4.202 0.650 -0.008
C 3.934 -5.213 0.214 -0.818
C 3.274 -5.959 -0.965 -0.862
C 1.935 -5.328 -1.127 0.448
C 0.923 -5.538 -2.038 -1.281
C -0.206 -4.722 -1.966 -0.374
C -0.370 -3.719 -1.015 1.140
P -1.874 -2.721 -1.250 1.232
C -1.712 -1.844 -2.851 0.164
C -0.456 -1.613 -3.469 -0.411
C -0.415 -0.885 -4.656 -0.856
C -1.582 -0.384 -5.218 -0.818
C -2.804 -0.550 -4.572 -0.923
C -2.863 -1.235 -3.371 -0.772
C -3.219 -3.909 -1.414 1.064
C -3.673 -4.268 -2.685 -0.231
C -4.587 -5.297 -2.806 -0.834
C -5.061 -5.955 -1.680 -0.611
C -4.631 -5.571 -0.417 -0.754
C -3.718 -4.541 -0.278 -0.836
C 0.628 -3.513 -0.023 -2.110
C 1.771 -4.330 -0.145 1.396
H 0.131 -2.192 3.861 0.893
H -0.069 -1.081 6.038 0.529
H -0.612 1.862 6.831 0.327
H -2.015 0.899 7.188 0.374
H -2.040 3.562 6.004 0.340
H -3.429 2.534 6.232 0.317
H -3.732 3.794 3.467 0.534
H -3.421 2.958 1.197 0.634
H -1.116 1.482 -2.714 0.483
H 0.665 2.888 -3.677 0.500
H 1.739 4.637 -2.301 0.513
H 1.087 4.919 0.064 0.535
H -0.626 3.467 1.064 0.404
H -3.122 3.149 -1.850 0.456
H -5.366 3.507 -2.774 0.491
H -7.183 1.910 -2.291 0.467
H -6.751 -0.061 -0.868 0.491
H -4.492 -0.444 0.063 0.414
H 1.871 -1.618 2.523 0.790
H 3.843 -3.045 2.207 0.551
H 4.183 -5.894 1.031 0.335
H 4.873 -4.738 -0.078 0.327
H 3.176 -7.028 -0.771 0.341
H 3.858 -5.879 -1.883 0.328
H 0.984 -6.286 -2.812 0.508
H -0.994 -4.861 -2.694 0.565
H 0.434 -2.152 -3.145 0.361
H 0.531 -0.735 -5.153 0.561
H -1.544 0.136 -6.162 0.473
H -3.707 -0.149 -5.004 0.509
H -3.804 -1.353 -2.851 0.710
H -3.297 -3.777 -3.570 0.391
H -4.923 -5.593 -3.788 0.459
H -5.774 -6.759 -1.786 0.437
H -5.005 -6.077 0.458 0.475
H -3.384 -4.219 0.696 0.452
C 5.551 5.615 0.464 -1.519
C 5.911 4.114 0.352 1.675
C 6.635 3.894 -0.973 -2.018
C 6.879 3.787 1.513 -1.571
C 4.672 3.273 0.504 0.810
C 3.917 3.337 1.701 -0.380
C 2.787 2.574 1.927 -2.285
C 2.373 1.732 0.903 0.607
O 1.307 0.906 0.803 -0.215
B 1.356 0.347 -0.504 0.198
O 2.488 0.799 -1.135 -0.104
C 3.113 1.665 -0.298 0.814
C 4.254 2.402 -0.509 -0.942
H 6.455 6.203 0.332 0.469
H 5.120 5.868 1.428 0.369
H 4.845 5.884 -0.319 0.367
H 7.530 4.510 -1.006 0.421
H 6.014 4.175 -1.822 0.435
H 6.948 2.859 -1.096 0.433
H 7.798 4.351 1.378 0.479
H 7.112 2.725 1.506 0.387
H 6.462 4.045 2.481 0.369
H 4.234 4.016 2.479 0.483
H 2.246 2.627 2.858 0.692
H 4.792 2.296 -1.434 0.742

(3)
122
Properties=species:S:1:pos:R:3:mulliken_charge:R:1 method="wB97M-V/def2-TZVPD" energy_ev=-186167.8265 lumo_ev="-1.113 / -1.114" e_above_lowest_kcal_mol=0.0 max_force_ev_per_a=6.20 total_charge=-1
Y -1.734 -5.233 -3.073 1.439
O -2.827 -3.444 -2.982 -0.839
S -0.014 3.600 0.980 -0.210
C 1.049 5.018 1.497 -0.021
C 2.093 5.470 0.706 -0.064
C 2.831 6.702 0.985 -1.366
C 2.779 7.232 2.239 -0.151
C 3.393 8.372 2.990 -0.539
C 2.835 8.409 4.385 -0.780
C 1.891 7.299 4.383 0.144
C 1.049 6.728 5.371 -1.134
C -0.091 6.119 4.977 -0.333
C -0.308 5.809 3.571 0.684
P -1.916 5.783 2.599 0.055
C -3.429 4.825 3.374 0.418
C -4.729 5.443 3.027 -0.539
C -5.872 4.811 3.229 -0.437
C -5.989 3.652 4.076 -0.582
C -4.795 3.183 4.513 -0.408
C -3.500 3.642 4.017 -0.166
C -2.397 7.491 2.607 0.744
C -2.779 7.872 3.981 -0.154
C -3.070 9.164 4.092 -0.711
C -2.914 10.094 3.100 -0.485
C -2.844 9.709 1.754 -0.520
C -2.377 8.398 1.478 -0.517
C 0.828 5.758 2.735 0.273
C 1.861 6.696 3.169 0.671
C 1.160 2.486 0.235 0.158
C 0.731 2.346 -1.107 -0.281
C 1.514 1.965 -2.194 -1.277
C 2.932 1.844 -1.921 0.570
C 4.073 1.618 -2.830 -0.840
C 5.095 0.966 -1.807 -0.582
C 4.599 1.243 -0.387 -0.202
C 5.070 0.816 0.844 -0.723
C 4.157 0.778 1.909 -0.268
C 2.815 1.061 1.658 0.386
P 1.438 -0.023 2.323 0.015
C 1.257 -1.067 0.843 0.430
C 4.912 -5.688 2.555 -0.654
C 4.933 -4.319 2.111 0.003
C 5.412 -4.142 0.762 -0.989
C 5.744 -5.360 0.390 -0.156
C 5.411 -6.349 1.446 -0.490
C 1.764 -1.375 3.490 0.870
C 1.009 -2.540 3.535 -0.514
C 1.332 -3.519 4.483 -0.807
C 2.342 -3.246 5.377 -0.214
C 2.936 -2.016 5.544 -0.751
C 2.666 -1.030 4.559 -0.427
C 2.460 1.960 0.586 0.104
C 3.306 1.850 -0.534 0.410
H 2.459 4.947 -0.174 0.455
H 3.455 7.182 0.222 0.426
H 3.286 9.310 2.386 0.343
H 4.471 8.112 3.159 0.191
H 2.347 9.277 4.708 0.316
H 3.600 8.147 5.166 0.268
H 1.373 6.835 6.387 0.483
H -0.599 5.602 5.807 0.357
H -4.842 6.440 2.499 0.118
H -6.744 5.218 2.769 0.393
H -6.880 3.212 4.577 0.303
H -4.974 2.454 5.297 0.319
H -2.688 3.056 4.445 0.415
H -2.540 7.059 4.763 0.131
H -3.331 9.538 5.093 0.320
H -2.821 11.159 3.277 0.401
H -3.128 10.470 1.005 0.370
H -2.180 8.010 0.506 0.442
H -0.353 2.633 -1.354 0.344
H 1.115 1.896 -3.182 0.488
H 4.411 2.464 -3.389 0.353
H 3.817 0.816 -3.542 0.309
H 6.119 1.397 -1.992 0.310
H 5.088 -0.143 -1.905 0.230
H 5.965 0.191 0.907 0.434
H 4.539 0.532 2.907 0.366
H 4.460 -6.023 3.529 0.295
H 4.826 -3.554 2.838 0.460
H 5.345 -3.199 0.237 0.391
H 6.115 -5.826 -0.580 0.268
H 5.054 -7.366 1.283 0.233
H 0.264 -2.698 2.770 0.461
H 0.830 -4.489 4.644 0.370
H 2.569 -4.001 6.123 0.371
H 3.672 -1.862 6.362 0.327
H 3.020 0.001 4.577 0.457
C 1.221 -3.967 -5.389 -1.297
C 0.602 -4.979 -4.563 0.899
O 0.434 -4.980 -3.306 -0.607
N 0.081 -5.951 -5.380 -0.119
C 0.083 -7.384 -5.285 -0.444
C -0.476 -7.979 -6.590 0.246
C 0.158 -7.926 -7.857 -0.294
C -0.449 -8.417 -8.986 -0.383
C -1.771 -8.948 -8.880 -0.406
C -2.197 -9.202 -7.608 -0.300
N -1.596 -8.634 -6.560 -0.447
H 0.468 -3.563 -6.072 0.395
H 1.922 -4.495 -6.012 0.368
H 1.672 -3.230 -4.706 0.329
H -0.385 -5.560 -6.184 0.300
H -0.674 -7.798 -4.632 0.229
H 1.045 -7.878 -5.057 0.377
H 1.077 -7.407 -7.997 0.391
H 0.229 -8.807 -9.773 0.309
H -2.374 -9.097 -9.769 0.400
H -2.874 -9.975 -7.219 0.410
O -3.057 -6.531 -3.715 -0.786
H -3.396 -2.804 -2.570 0.224
H -3.833 -7.151 -3.804 0.286
O 0.872 -2.070 0.381 -0.163
Br -1.413 -5.279 -0.097 -0.678
F -11.843 -10.086 -7.419 -0.291
C -11.722 -9.808 -6.097 -0.170
F -12.686 -10.551 -5.487 -0.302
C -11.336 -8.664 -5.456 0.783
F -9.872 -8.450 -5.093 -0.446
F -11.846 -8.540 -4.291 -0.252
F -11.273 -7.546 -6.305 -0.321

(4)
119
Properties=species:S:1:pos:R:3:mulliken_charge:R:1 method="wB97M-V/def2-TZVPD" spin_multiplicity=2 energy_ev=-86096.0898 lumo_ev="-0.655 / -0.656" e_above_lowest_kcal_mol=200.6 max_force_ev_per_a=1.47
Ir -0.192 -0.426 0.204 0.945
C -5.579 -6.321 -5.243 -0.840
O -5.150 -6.714 -3.955 -0.463
C -4.245 -5.913 -3.327 0.875
C -3.620 -4.822 -3.913 -0.782
C -2.756 -4.039 -3.153 -0.323
C -2.485 -4.317 -1.818 -0.255
C -3.071 -5.470 -1.278 -0.145
C -3.940 -6.251 -2.008 -0.858
C -1.661 -3.375 -1.032 1.076
C -2.045 -2.840 0.204 0.584
C -3.237 -3.245 0.938 -1.569
C -3.355 -2.441 2.004 -1.205
C -2.233 -1.523 1.994 0.210
N -1.411 -1.871 0.909 0.429
C -2.122 -0.425 2.790 0.855
C -1.016 0.506 2.847 0.014
C -0.901 1.494 3.830 -1.141
C 0.368 2.012 3.696 -1.343
C 1.020 1.355 2.631 0.245
C 2.456 1.569 2.476 1.134
C 3.105 2.211 3.662 -0.629
C 3.104 1.595 4.906 -0.200
C 3.749 2.163 5.996 -0.754
C 4.392 3.388 5.847 1.029
O 5.040 4.040 6.851 -0.463
C 5.037 3.433 8.128 -0.848
C 4.397 4.021 4.607 -1.023
C 3.770 3.429 3.527 0.017
C 3.359 1.235 1.493 -0.688
N 2.992 0.726 0.272 0.568
C 4.066 0.301 -0.326 0.102
C 3.896 -0.472 -1.647 1.983
C 4.080 0.467 -2.801 -1.224
C 2.962 1.467 -2.740 -0.556
C 2.618 2.151 -4.074 0.223
C 3.726 2.103 -5.090 -0.374
O 3.613 2.867 -6.218 -0.496
C 2.722 3.970 -6.225 -0.593
C 4.787 1.303 -4.968 -1.082
C 4.913 0.391 -3.831 -0.262
C 1.520 -1.918 -1.598 0.603
C 1.732 -3.296 -2.082 -1.107
C 0.527 -3.862 -2.173 -1.321
C -0.458 -2.919 -1.600 -0.301
N 0.084 -1.723 -1.446 0.233
C 5.254 0.567 0.457 -2.105
C 4.811 1.166 1.597 -0.794
N 0.107 0.433 2.077 0.004
C -3.293 -0.071 3.645 -0.545
C -3.637 -0.802 4.780 0.274
C -4.769 -0.496 5.511 -0.846
C -5.585 0.561 5.118 0.963
O -6.687 0.782 5.889 -0.470
C -7.579 1.796 5.472 -0.841
C -5.242 1.320 4.005 -0.602
C -4.101 0.997 3.282 -0.486
H -6.362 -7.018 -5.528 0.248
H -4.765 -6.380 -5.971 0.320
H -5.981 -5.305 -5.233 0.354
H -3.801 -4.560 -4.945 0.388
H -2.306 -3.165 -3.610 0.465
H -2.809 -5.777 -0.272 0.701
H -4.394 -7.135 -1.580 0.412
H -3.914 -4.026 0.636 0.585
H -4.137 -2.451 2.746 0.474
H -1.643 1.745 4.568 0.561
H 0.813 2.772 4.314 0.655
H 2.596 0.646 5.023 0.481
H 3.741 1.646 6.944 0.384
H 5.582 4.106 8.785 0.244
H 5.541 2.462 8.108 0.332
H 4.019 3.304 8.505 0.338
H 4.901 4.974 4.512 0.421
H 3.781 3.919 2.562 0.518
H 3.145 2.183 -1.937 0.765
H 2.368 3.193 -3.878 0.825
H 2.811 4.412 -7.214 0.331
H 3.005 4.718 -5.479 0.268
H 1.684 3.671 -6.065 0.177
H 5.540 1.309 -5.744 0.446
H 5.687 -0.366 -3.863 0.458
H 2.690 -3.722 -2.329 0.557
H 0.287 -4.870 -2.476 0.591
H 6.274 0.323 0.200 0.496
H 5.405 1.462 2.447 0.540
H -2.998 -1.618 5.098 0.493
H -5.040 -1.063 6.392 0.423
H -8.416 1.767 6.165 0.242
H -7.943 1.613 4.457 0.339
H -7.111 2.783 5.515 0.324
H -5.847 2.159 3.691 0.393
H -3.836 1.582 2.409 0.505
C -1.673 3.619 -4.491 -0.983
O -0.554 2.846 -4.932 -0.481
C 0.138 2.192 -4.000 0.414
C 1.310 1.413 -4.546 1.193
C 1.334 0.136 -3.774 -2.335
C 1.753 0.517 -2.388 1.022
C 2.365 -0.701 -1.648 1.646
C 4.742 -1.730 -1.677 -2.653
O 2.033 -1.346 -0.401 -0.739
C 0.679 1.390 -1.782 0.355
O 0.526 1.446 -0.565 -0.599
C -0.100 2.226 -2.668 -1.753
H -2.120 4.037 -5.386 0.265
H -1.341 4.419 -3.827 0.364
H -2.389 2.981 -3.972 0.376
H 1.230 1.307 -5.627 0.758
H 0.743 -0.736 -4.012 0.378
H 5.802 -1.482 -1.605 0.605
H 4.586 -2.278 -2.609 0.572
H 4.491 -2.373 -0.833 0.363
H -0.895 2.788 -2.204 0.687
C -3.041 -0.082 -0.613 -0.598
O -1.782 0.509 -0.489 -0.378
H -3.044 -0.980 -1.248 0.232
H -3.679 0.666 -1.098 0.353
H -3.510 -0.341 0.344 0.044